Entry 1:
7
Properties=species:S:1:pos:R:3 method="wB97M-V/def2-TZVPD" charge=0 homo_lumo_gap_ev="6.907 / 7.028" e_tot_ha=-1387.54772 de_lowest_kcal_mol=108.1 homo_energy_ev="-9.98 / -10.01"
N -0.2183 0.8422 0.5191
O -0.3182 2.4057 -1.4877
S -2.4435 -0.5961 0.6864
S -1.1112 1.3525 -0.9090
Cl 1.2320 0.0320 0.2852
H -0.9477 0.4815 1.2832
H -0.7246 0.3394 -1.6649

Entry 2:
4
Properties=species:S:1:pos:R:3 method="wB97M-V/def2-TZVPD" charge=-1 homo_lumo_gap_ev=6.800 e_tot_ha=-536.69148 de_lowest_kcal_mol=15.3 homo_energy_ev=-3.30
O 1.9891 4.6289 1.4672
H 2.8676 4.5221 1.8974
H 1.3403 4.3729 2.1613
Cl 0.0000 0.0000 0.0000

Entry 3:
5
Properties=species:S:1:pos:R:3 method="wB97M-V/def2-TZVPD" charge=0 homo_lumo_gap_ev="8.737 / 6.935" e_tot_ha=-877.86020 de_lowest_kcal_mol=92.0 homo_energy_ev="-10.85 / -9.54"
O 0.4534 0.9287 -0.4781
P 0.5496 -0.5450 -0.4563
Cl -1.2813 1.5066 1.0907
H -0.7134 -0.9551 -1.0519
H 0.9917 -0.9352 0.8956

Entry 4:
7
Properties=species:S:1:pos:R:3 method="wB97M-V/def2-TZVPD" charge=0 homo_lumo_gap_ev=8.097 e_tot_ha=-1674.38043 de_lowest_kcal_mol=33.4 homo_energy_ev=-10.02
O -0.1731 0.0795 -0.7029
P 4.2127 -0.0748 0.3515
S 4.1261 0.4423 2.2647
S 4.2699 -1.7938 -0.5847
Cl 3.8764 1.5157 -0.8577
H 0.3316 0.4132 -1.3650
H 0.4368 0.2619 0.1102

Repeat the first record exactly.
7
Properties=species:S:1:pos:R:3 method="wB97M-V/def2-TZVPD" charge=0 homo_lumo_gap_ev="6.907 / 7.028" e_tot_ha=-1387.54772 de_lowest_kcal_mol=108.1 homo_energy_ev="-9.98 / -10.01"
N -0.2183 0.8422 0.5191
O -0.3182 2.4057 -1.4877
S -2.4435 -0.5961 0.6864
S -1.1112 1.3525 -0.9090
Cl 1.2320 0.0320 0.2852
H -0.9477 0.4815 1.2832
H -0.7246 0.3394 -1.6649